No. 1
This record from the Open Molecules 2025 dataset describes 11 unconnected molecules or ions with the total composition C33H77N11O11. The level of theory is ωB97M-V/def2-TZVPD.

Atoms and positions in Å:
C1 0.93 -2.06 7.39
N1 0.68 -2.58 6.06
C2 0.53 -4.02 5.92
C3 0.88 -1.78 4.99
O1 0.70 -2.07 3.81
H1 0.94 -0.98 7.50
H2 1.89 -2.46 7.74
H3 0.12 -2.35 8.07
H4 1.53 -4.46 5.82
H5 0.03 -4.35 6.83
H6 -0.02 -4.37 5.05
H7 1.15 -0.77 5.33
C4 -3.53 2.18 -4.77
N2 -4.47 2.10 -3.65
C5 -5.58 3.06 -3.76
C6 -4.36 1.22 -2.64
O2 -3.46 0.40 -2.53
H8 -3.25 3.22 -4.91
H9 -3.99 1.73 -5.66
H10 -2.63 1.63 -4.52
H11 -6.19 3.02 -2.86
H12 -5.17 4.05 -3.94
H13 -6.24 2.74 -4.57
H14 -5.18 1.32 -1.92
C7 -3.44 -2.82 -4.62
N3 -2.59 -2.41 -3.49
C8 -1.80 -1.21 -3.78
C9 -2.41 -3.16 -2.40
O3 -1.80 -2.84 -1.39
H15 -2.76 -3.32 -5.31
H16 -3.96 -1.97 -5.05
H17 -4.19 -3.51 -4.24
H18 -1.09 -1.45 -4.57
H19 -2.50 -0.46 -4.15
H20 -1.12 -0.90 -2.99
H21 -2.90 -4.15 -2.48
C10 -3.61 1.72 5.16
N4 -2.32 1.16 5.54
C11 -2.22 0.69 6.91
C12 -1.22 1.42 4.79
O4 -0.08 1.23 5.17
H22 -3.79 1.76 4.09
H23 -3.71 2.78 5.44
H24 -4.49 1.29 5.63
H25 -2.37 1.55 7.57
H26 -2.94 -0.10 7.09
H27 -1.20 0.36 7.14
H28 -1.47 1.73 3.76
C13 -4.58 -0.81 2.95
N5 -4.96 -0.17 1.72
C14 -4.49 -0.80 0.50
C15 -5.86 0.85 1.61
O5 -6.18 1.32 0.54
H29 -3.51 -0.93 2.75
H30 -5.00 -1.81 3.08
H31 -4.83 -0.21 3.82
H32 -4.64 -1.88 0.53
H33 -4.94 -0.41 -0.40
H34 -3.44 -0.52 0.43
H35 -6.27 1.19 2.58
C16 2.39 4.10 -2.47
N6 1.40 4.33 -3.51
C17 1.35 5.66 -4.06
C18 0.62 3.32 -3.93
O6 -0.24 3.37 -4.79
H36 2.20 4.81 -1.66
H37 3.35 4.33 -2.94
H38 2.45 3.09 -2.06
H39 0.61 5.71 -4.86
H40 0.98 6.44 -3.40
H41 2.30 5.90 -4.54
H42 0.95 2.37 -3.49
C19 5.28 -1.06 0.84
N7 6.59 -0.89 1.46
C20 7.67 -0.57 0.55
C21 6.73 -0.90 2.81
O7 7.77 -0.67 3.39
H43 4.53 -1.53 1.47
H44 5.45 -1.74 -0.01
H45 5.00 -0.10 0.41
H46 8.61 -0.34 1.06
H47 7.74 -1.43 -0.11
H48 7.49 0.35 -0.01
H49 5.78 -1.06 3.34
C22 0.61 -4.63 1.52
N8 1.63 -4.70 0.44
C23 1.34 -4.06 -0.83
C24 2.61 -5.59 0.60
O8 3.56 -5.80 -0.14
H50 -0.05 -5.51 1.44
H51 -0.08 -3.80 1.43
H52 1.09 -4.65 2.49
H53 0.60 -4.60 -1.41
H54 0.95 -3.04 -0.74
H55 2.26 -3.86 -1.38
H56 2.55 -6.15 1.55
C25 2.93 4.23 2.19
N9 3.87 4.01 1.11
C26 4.29 5.27 0.47
C27 4.32 2.81 0.69
O9 4.95 2.59 -0.32
H57 3.34 4.82 3.01
H58 2.71 3.24 2.59
H59 1.96 4.61 1.87
H60 4.92 5.82 1.17
H61 4.72 5.25 -0.52
H62 3.41 5.91 0.42
H63 3.85 2.00 1.28
C28 0.63 -0.25 -4.77
N10 0.12 -0.46 -6.13
C29 0.52 -1.76 -6.68
C30 -0.75 0.40 -6.67
O10 -1.31 0.34 -7.74
H64 0.50 -1.07 -4.07
H65 0.20 0.62 -4.29
H66 1.71 -0.10 -4.84
H67 0.02 -1.82 -7.65
H68 1.57 -1.67 -6.95
H69 0.28 -2.58 -6.01
H70 -0.89 1.24 -5.96
C31 -0.90 -1.29 1.29
N11 0.06 -0.69 0.37
C32 1.35 -0.41 0.96
C33 -0.25 -0.34 -0.89
O11 0.56 0.15 -1.66
H71 -1.81 -1.54 0.76
H72 -1.06 -0.46 2.00
H73 -0.47 -2.17 1.78
H74 1.48 0.61 1.33
H75 1.70 -1.12 1.71
H76 2.05 -0.51 0.12
H77 -1.33 -0.41 -1.10

The SMILES is CN(C)C=O.CN(C)C=O.CN(C)C=O.CN(C)C=O.CN(C)C=O.CN(C)C=O.CN(C)C=O.CN(C)C=O.CN(C)C=O.CN(C)C=O.CN(C)C=O. Its total charge is 0. The calculation puts the relative energy (zero: lowest compared OMol25 entry of this formula, charge and spin) at 178.6 kcal/mol. Its energy is -74381.8023 eV.



No. 2
This record from the Open Molecules 2025 dataset describes a molecular structure, C53H48MnN5P2S. The level of theory is ωB97M-V/def2-TZVPD.

Atoms and positions in Å:
Mn1 -0.95 0.09 2.71
C1 -3.11 -1.56 0.62
C2 -2.53 -0.64 -0.44
C3 -2.61 0.83 -0.11
C4 -3.32 1.69 -0.94
C5 -3.37 3.04 -0.64
C6 -2.72 3.50 0.49
C7 -2.03 2.58 1.26
N1 -1.96 1.28 0.98
N2 -2.14 -1.83 1.70
C8 -2.79 -2.27 2.95
C9 -3.78 -1.24 3.44
C10 -5.02 -1.57 3.96
C11 -5.83 -0.55 4.44
C12 -5.37 0.76 4.38
C13 -4.11 0.99 3.85
N3 -3.33 0.01 3.38
C14 -1.18 -2.83 1.25
C15 0.14 -2.80 1.99
C16 1.04 -3.85 1.85
C17 2.25 -3.78 2.50
C18 2.53 -2.68 3.30
C19 1.58 -1.68 3.39
N4 0.41 -1.73 2.73
H1 -3.43 -2.51 0.16
H2 -4.00 -1.10 1.05
H3 -3.03 -0.80 -1.39
H4 -1.48 -0.89 -0.60
H5 -3.80 1.30 -1.83
H6 -3.91 3.72 -1.29
H7 -2.74 4.54 0.78
H8 -1.49 2.90 2.15
H9 -1.99 -2.32 3.70
H10 -3.23 -3.27 2.86
H11 -5.35 -2.60 3.98
H12 -6.80 -0.77 4.84
H13 -5.96 1.58 4.75
H14 -3.70 1.99 3.79
H15 -0.95 -2.66 0.20
H16 -1.60 -3.84 1.31
H17 0.78 -4.70 1.22
H18 2.97 -4.58 2.40
H19 3.45 -2.59 3.85
H20 1.73 -0.80 4.00
S1 1.05 1.74 6.47
C20 -0.20 0.75 7.08
C21 -0.95 0.21 6.07
C22 -0.54 0.57 4.75
C23 0.55 1.40 4.84
C24 1.25 1.98 3.69
C25 2.35 2.83 3.79
C26 2.92 3.34 2.65
C27 2.39 3.01 1.41
C28 1.31 2.16 1.38
N5 0.76 1.64 2.48
H21 -0.32 0.62 8.14
H22 -1.80 -0.44 6.28
H23 2.74 3.09 4.77
H24 3.78 4.00 2.72
H25 2.82 3.39 0.48
H26 0.85 1.87 0.44
C29 0.50 0.62 -1.90
P1 1.21 -0.70 -0.78
C30 1.37 -2.24 -1.78
C31 2.59 -2.86 -2.00
C32 2.66 -4.08 -2.67
C33 1.50 -4.70 -3.11
C34 0.27 -4.09 -2.89
C35 0.21 -2.88 -2.22
C36 2.96 -0.16 -0.69
C37 3.67 0.28 -1.81
C38 4.99 0.66 -1.69
C39 5.63 0.60 -0.46
C40 4.94 0.15 0.66
C41 3.61 -0.22 0.54
P2 -0.33 0.13 -3.48
C42 -1.14 1.72 -3.92
C43 -2.11 1.65 -4.92
C44 -2.80 2.78 -5.32
C45 -2.54 4.00 -4.73
C46 -1.58 4.09 -3.73
C47 -0.88 2.95 -3.33
C48 1.13 0.13 -4.58
C49 1.66 -1.09 -4.98
C50 2.83 -1.15 -5.73
C51 3.47 0.02 -6.11
C52 2.93 1.25 -5.74
C53 1.77 1.31 -4.98
H27 1.28 1.35 -2.11
H28 -0.27 1.12 -1.31
H29 3.51 -2.40 -1.67
H30 3.62 -4.55 -2.84
H31 1.55 -5.65 -3.64
H32 -0.64 -4.56 -3.23
H33 -0.76 -2.42 -2.07
H34 3.19 0.32 -2.78
H35 5.53 1.00 -2.57
H36 6.67 0.90 -0.37
H37 5.43 0.10 1.62
H38 3.06 -0.56 1.41
H39 -2.34 0.69 -5.38
H40 -3.55 2.71 -6.10
H41 -3.08 4.89 -5.04
H42 -1.36 5.04 -3.26
H43 -0.13 3.05 -2.55
H44 1.16 -2.01 -4.70
H45 3.23 -2.11 -6.03
H46 4.37 -0.02 -6.70
H47 3.42 2.17 -6.04
H48 1.36 2.27 -4.70

Its total charge is +1. The calculation puts the relative energy (zero: lowest compared OMol25 entry of this formula, charge and spin) at 0.0 kcal/mol. Its spin multiplicity is 6. Its energy is -123921.6503 eV.



No. 3
This record from the Open Molecules 2025 dataset describes a molecular structure, C36H36N4O2Os. The level of theory is ωB97M-V/def2-TZVPD.

Atoms and positions in Å:
Os1 0.68 -0.39 -0.60
O1 0.43 1.94 1.08
C1 -0.61 2.81 0.51
C2 -1.41 1.97 -0.52
C3 -2.03 0.77 0.11
C4 -3.32 0.82 0.61
C5 -3.81 -0.26 1.32
C6 -2.99 -1.35 1.53
C7 -1.71 -1.37 0.99
C8 -0.82 -2.53 1.34
C9 0.44 -2.85 0.52
O2 1.33 -1.68 0.53
C10 1.16 -3.98 1.23
C11 2.15 -3.71 2.17
C12 2.75 -4.75 2.87
C13 2.36 -6.06 2.63
C14 1.37 -6.34 1.70
C15 0.78 -5.30 1.00
C16 0.21 -3.15 -0.96
C17 -1.01 -2.96 -1.61
C18 -1.15 -3.27 -2.97
C19 -0.08 -3.80 -3.67
C20 1.14 -4.02 -3.03
C21 1.28 -3.69 -1.69
N1 -1.26 -0.33 0.26
C22 -1.52 3.19 1.66
C23 -1.51 2.50 2.86
C24 -2.41 2.83 3.87
C25 -3.34 3.84 3.66
C26 -3.36 4.53 2.46
C27 -2.45 4.21 1.46
C28 0.06 4.02 -0.12
C29 -0.01 4.31 -1.48
C30 0.64 5.43 -1.99
C31 1.38 6.25 -1.15
C32 1.45 5.96 0.21
C33 0.79 4.86 0.72
H1 -0.74 1.68 -1.34
H2 -2.17 2.60 -0.96
H3 -3.91 1.72 0.47
H4 -4.82 -0.24 1.72
H5 -3.32 -2.20 2.11
H6 -1.42 -3.44 1.36
H7 -0.48 -2.38 2.37
H8 2.45 -2.69 2.37
H9 3.52 -4.53 3.59
H10 2.83 -6.87 3.18
H11 1.07 -7.36 1.52
H12 0.01 -5.53 0.27
H13 -1.88 -2.61 -1.07
H14 -2.10 -3.13 -3.45
H15 -0.20 -4.07 -4.71
H16 1.96 -4.47 -3.56
H17 2.22 -3.89 -1.18
H18 -0.78 1.71 3.03
H19 -2.39 2.30 4.81
H20 -4.04 4.10 4.44
H21 -4.07 5.33 2.30
H22 -2.45 4.77 0.54
H23 -0.59 3.71 -2.16
H24 0.57 5.66 -3.04
H25 1.88 7.12 -1.54
H26 2.01 6.61 0.87
H27 0.83 4.64 1.78
N2 0.47 -0.11 -2.69
C34 1.70 -0.50 -3.46
C35 2.88 -0.02 -2.68
N3 2.71 -0.49 -1.29
H28 -0.33 -0.62 -3.05
H29 0.29 0.88 -2.87
H30 1.65 -0.09 -4.46
H31 1.68 -1.59 -3.52
H32 2.92 1.07 -2.64
H33 3.81 -0.38 -3.12
H34 3.24 0.13 -0.68
H35 3.07 -1.44 -1.17
N4 2.41 1.91 -0.14
C36 1.30 1.41 0.18
H36 2.57 2.81 0.33

Its total charge is +2. The calculation puts the relative energy (zero: lowest compared OMol25 entry of this formula, charge and spin) at 0.0 kcal/mol. Its energy is -50425.5907 eV.



Computed max |F| (eV/Å) in order:
2.3 0.4 0.2